This record from the OMol25 dataset describes the molecule C6H10O. The level of theory is ωB97M-V/def2-TZVPD.

Properties
SMILES string: CO[C@@H]1[C@@H]2CC[C@@H]21
Total energy, Eh: -309.7699
Gap between HOMO and LUMO, eV: 10.58
Energy above the lowest of the compared OMol25 structures with the same formula, charge and spin, kcal/mol: 45.49
Molecular weight, g mol⁻¹: 98.14
HOMO, eV: -9.5

```
! RIJCOSX wB97M-V def2-TZVPD def2/J DEFGRID3
* xyz 0 1
C -1.4741 1.6991 -0.1448
O -0.2006 1.5566 0.4499
C 0.6603 0.8415 -0.3757
C 0.2995 -0.5044 -0.8862
C -0.4007 -1.3370 0.1939
C 0.8634 -1.2416 1.0765
C 1.5099 -0.2929 0.0740
H -1.5464 2.5886 -0.7865
H -2.2072 1.7642 0.6621
H -1.6947 0.8186 -0.7596
H 1.1755 1.4455 -1.1300
H 0.2138 -0.7131 -1.9490
H -0.6245 -2.3527 -0.1401
H -1.3083 -0.9084 0.6332
H 1.3987 -2.1961 1.0613
H 0.7510 -0.9093 2.1124
H 2.5845 -0.2584 -0.0914
*
```